--- w ---
Computed, not measured: a cluster of 2 separate species, C6H13N in total, with ωB97M-V/def2-TZVPD.

Cartesian coordinates (Å):
C1 2.578 0.341 0.642
C2 1.075 0.508 0.634
N1 0.334 0.468 -0.638
C3 0.048 1.226 -1.670
C4 0.191 -0.551 0.159
C5 -2.605 0.404 0.227
C6 -0.086 -2.001 0.137
H1 3.130 1.252 0.396
H2 2.870 0.026 1.651
H3 2.868 -0.457 -0.051
H4 0.688 1.263 1.334
H5 -0.587 0.828 -2.451
H6 -1.872 1.073 -0.233
H7 0.403 2.246 -1.679
H8 -2.211 -0.031 1.148
H9 -3.512 0.969 0.440
H10 -2.829 -0.402 -0.479
H11 0.753 -2.577 -0.280
H12 -0.983 -2.232 -0.447
H13 -0.253 -2.352 1.160

Values from the calculation:
Frontier orbital gap in eV: 7.60
E_HOMO in eV: -6.64



--- x ---
Computed, not measured: an isolated molecule of C6H13N, with ωB97M-V/def2-TZVPD.

Cartesian coordinates (Å):
C1 -1.794 -1.167 -0.763
C2 -0.591 -1.462 0.116
C3 0.558 -0.465 0.167
C4 1.809 -0.713 -0.624
C5 0.253 0.762 0.628
C6 0.903 2.067 0.106
N1 -0.830 1.002 1.518
H1 -1.668 -1.598 -1.763
H2 -1.945 -0.089 -0.871
H3 -2.745 -1.553 -0.385
H4 -0.952 -1.553 1.145
H5 -0.212 -2.477 -0.061
H6 2.673 -0.974 -0.001
H7 1.690 -1.621 -1.223
H8 2.108 0.062 -1.336
H9 1.334 1.809 -0.858
H10 0.074 2.733 -0.104
H11 1.698 2.387 0.780
H12 -0.805 1.307 2.469
H13 -1.558 1.541 1.061

Values from the calculation:
Frontier orbital gap in eV: 9.38
E_HOMO in eV: -8.29
SMILES: CC/C(C)=C(/C)N



--- y ---
Computed, not measured: a structure of composition C6H13N, with ωB97M-V/def2-TZVPD.

Cartesian coordinates (Å):
C1 1.350 1.027 0.201
C2 0.866 0.897 -1.098
C3 -0.913 -2.676 -0.764
C4 1.299 2.260 1.021
C5 -1.039 -0.240 0.897
C6 -0.695 -0.301 -0.733
N1 -0.493 -1.430 -1.344
H1 1.810 0.157 0.653
H2 1.439 0.308 -1.807
H3 0.466 1.796 -1.557
H4 -1.460 0.362 -1.154
H5 -0.323 -2.925 0.136
H6 -0.746 -3.468 -1.493
H7 -1.981 -2.684 -0.473
H8 0.820 3.081 0.486
H9 2.307 2.574 1.298
H10 0.752 2.079 1.951
H11 -1.823 -0.989 1.030
H12 -0.209 -0.550 1.527
H13 -1.426 0.723 1.222

Values from the calculation:
Frontier orbital gap (spin up / spin down) in eV: 7.29 / 7.92
E_HOMO (spin up / spin down) in eV: -7.22 / -7.62



Which structure is the most stable? The one labeled x.



--- w ---
Computed, not measured: an isolated molecule of C6H13N, with ωB97M-V/def2-TZVPD.

Cartesian coordinates (Å):
C1 1.297 1.099 1.108
C2 0.788 -0.335 1.059
C3 -0.095 -0.579 -0.154
C4 0.199 -0.188 -1.399
N1 1.484 -0.219 -1.962
C5 -1.591 -0.639 0.183
C6 -2.101 0.579 0.998
H1 0.501 1.766 1.452
H2 1.839 1.373 0.214
H3 1.999 1.236 1.942
H4 0.234 -0.754 1.899
H5 1.695 -0.961 1.037
H6 -0.589 0.007 -2.118
H7 1.558 -0.276 -2.969
H8 2.061 -0.931 -1.546
H9 -1.684 -1.518 0.831
H10 -2.165 -0.633 -0.739
H11 -1.576 0.641 1.947
H12 -2.045 1.492 0.411
H13 -3.140 0.356 1.247

Values from the calculation:
Frontier orbital gap in eV: 8.77
E_HOMO in eV: -7.67
SMILES: CCC(=CN)CC



--- x ---
Computed, not measured: a cluster of 2 separate species, C6H13N in total, with ωB97M-V/def2-TZVPD.

Cartesian coordinates (Å):
C1 -2.416 0.860 1.427
C2 0.782 1.415 0.012
C3 -0.099 1.390 -1.217
N1 0.653 0.200 -0.869
C4 1.420 -0.761 -1.622
C5 0.350 -1.192 -0.652
C6 0.689 -1.743 0.704
H1 -2.782 0.147 0.681
H2 -2.957 1.804 1.312
H3 -2.608 0.460 2.427
H4 1.749 1.862 -0.260
H5 -1.340 1.040 1.294
H6 0.190 1.799 -2.190
H7 -1.179 1.294 -1.088
H8 2.462 -0.860 -1.324
H9 1.223 -0.819 -2.689
H10 -0.591 -1.517 -1.095
H11 0.760 -2.835 0.671
H12 1.641 -1.333 1.054
H13 -0.080 -1.457 1.427

Values from the calculation:
Frontier orbital gap in eV: 8.09
E_HOMO in eV: -7.20



Which structure is the most stable? The one labeled w.



--- w ---
Computed, not measured: an isolated molecule of C6H13N, with ωB97M-V/def2-TZVPD.

Cartesian coordinates (Å):
C1 -0.150 2.523 -0.320
C2 0.724 1.662 -0.934
C3 1.316 0.420 -0.288
C4 0.276 -0.727 -0.355
C5 0.870 -2.059 0.201
N1 -0.964 -0.231 0.321
C6 -1.902 -1.053 1.019
H1 -0.481 3.510 -0.700
H2 -0.338 2.259 0.702
H3 0.780 1.730 -2.039
H4 2.260 0.144 -0.859
H5 1.862 0.728 0.613
H6 -0.080 -0.890 -1.400
H7 0.245 -2.884 -0.142
H8 1.914 -2.088 -0.210
H9 0.905 -1.987 1.364
H10 -0.614 0.391 1.088
H11 -2.256 -1.635 0.213
H12 -2.691 -0.482 1.515
H13 -1.560 -1.776 1.671

Values from the calculation:
Frontier orbital gap in eV: 9.58
E_HOMO in eV: -8.47
SMILES: C=CC[C@@H](C)NC



--- x ---
Computed, not measured: an isolated molecule of C6H13N, with ωB97M-V/def2-TZVPD.

Cartesian coordinates (Å):
C1 1.324 -1.369 1.125
C2 0.561 -0.089 0.914
N1 0.775 0.619 -0.337
C3 0.930 2.061 -0.341
C4 -0.494 -0.025 -0.131
C5 -1.841 0.664 -0.022
C6 -0.691 -1.422 -1.100
H1 2.304 -1.169 1.564
H2 0.773 -2.045 1.790
H3 1.471 -1.873 0.167
H4 0.434 0.528 1.813
H5 0.686 2.457 -1.333
H6 0.322 2.598 0.406
H7 1.988 2.276 -0.151
H8 -2.046 -0.213 -0.648
H9 -2.380 0.659 0.938
H10 -1.994 1.610 -0.565
H11 0.144 -1.445 -1.798
H12 -1.604 -1.545 -1.747
H13 -0.696 -2.345 -0.498

Values from the calculation:
Frontier orbital gap in eV: 9.81
E_HOMO in eV: -8.72
SMILES: C[C@H]1N(C)C1(C)C



--- y ---
Computed, not measured: a structure of composition C6H13N, with ωB97M-V/def2-TZVPD.

Cartesian coordinates (Å):
C1 -0.103 -2.374 -0.876
C2 -0.177 -1.185 0.083
N1 0.991 -0.310 0.029
C3 1.599 0.232 1.212
C4 -0.237 0.283 -0.268
C5 -0.726 1.605 1.151
C6 -0.635 0.918 -1.583
H1 0.501 -3.194 -0.454
H2 -1.092 -2.785 -1.107
H3 0.375 -2.078 -1.815
H4 -0.642 -1.409 1.047
H5 2.324 1.004 0.917
H6 0.685 0.768 1.656
H7 2.108 -0.545 1.798
H8 -1.761 1.568 0.879
H9 -0.748 1.747 2.276
H10 -0.248 2.533 0.807
H11 -0.177 0.454 -2.470
H12 -0.360 1.977 -1.581
H13 -1.721 0.840 -1.703

Values from the calculation:
Frontier orbital gap in eV: 9.98
E_HOMO in eV: -8.93



--- z ---
Computed, not measured: an isolated molecule of C6H13N, with ωB97M-V/def2-TZVPD.

Cartesian coordinates (Å):
C1 2.447 0.902 -2.125
C2 1.610 0.570 -0.928
C3 0.406 1.011 -0.629
C4 -0.441 0.810 0.600
C5 -0.197 -0.525 1.366
C6 -1.260 -1.497 0.914
N1 -2.596 -0.922 1.106
H1 2.255 0.148 -2.882
H2 3.508 0.988 -2.008
H3 2.111 1.940 -2.341
H4 2.116 0.081 -0.065
H5 -0.079 1.783 -1.268
H6 -0.348 1.773 1.256
H7 -1.490 1.024 0.326
H8 0.691 -1.019 0.979
H9 -0.154 -0.303 2.437
H10 -1.272 -2.378 1.569
H11 -0.982 -1.837 -0.078
H12 -3.130 -1.723 1.473
H13 -3.195 -0.825 0.299

Values from the calculation:
Frontier orbital gap in eV: 10.03
E_HOMO in eV: -8.91
SMILES: C/C=C/CCCN



Which structure is the most stable? The one labeled z.



--- w ---
Computed, not measured: a cluster of 3 separate species, C2H9NO3 in total, with ωB97M-V/def2-TZVPD.

Cartesian coordinates (Å):
N1 -1.184 0.151 1.499
C1 -0.533 -0.575 0.416
C2 0.156 0.211 -0.705
O1 1.087 -0.315 -1.272
H1 -1.461 -0.410 2.334
H2 -0.565 0.814 1.946
H3 -1.270 -1.148 -0.134
H4 0.216 -1.303 0.754
H5 -0.258 1.163 -1.071
O2 4.245 -0.100 -0.757
H6 3.553 -0.778 -0.688
H7 4.963 -0.632 -1.122
O3 -2.876 0.995 -0.764
H8 -3.784 0.814 -0.490
H9 -2.290 1.114 0.054

Values from the calculation:
Frontier orbital gap in eV: 10.72
E_HOMO in eV: -10.12
SMILES: NCC=O.O.O



--- x ---
Computed, not measured: a structure of composition C2H9NO3, with ωB97M-V/def2-TZVPD.

Cartesian coordinates (Å):
C1 -2.886 -0.657 -0.606
C2 -1.698 0.062 -0.214
N1 -1.198 1.244 -0.383
O1 3.108 -0.274 0.976
H1 -3.044 -1.535 -0.102
H2 -3.801 -0.310 -1.102
H3 1.674 1.015 0.793
H4 -1.909 1.910 -0.761
H5 -1.198 -0.668 0.427
H6 2.325 -0.815 0.099
H7 1.650 -2.264 -0.566
O2 1.480 -1.295 -0.479
H8 3.934 0.198 0.701
H9 0.356 1.567 0.536
O3 1.207 1.822 0.681

Values from the calculation:
Frontier orbital gap in eV: 2.99
E_HOMO in eV: -8.29



--- y ---
Computed, not measured: a cluster of 3 separate species, C2H9NO3 in total, with ωB97M-V/def2-TZVPD.

Cartesian coordinates (Å):
N1 1.211 1.079 -0.745
C1 0.980 1.171 0.576
O1 -0.093 1.583 1.022
H1 2.108 0.805 -1.098
H2 0.380 1.149 -1.336
H3 1.853 0.982 1.217
C2 -0.116 -1.660 0.837
O2 -0.840 -1.102 -0.388
H4 -0.459 -2.697 0.908
H5 0.974 -1.681 0.760
H6 -0.514 -1.129 1.701
H7 -0.575 -1.609 -1.160
O3 -1.601 1.229 -1.141
H8 -1.243 1.500 -0.149
H9 -2.064 0.382 -1.005

Values from the calculation:
Frontier orbital gap in eV: 10.45
E_HOMO in eV: -9.79
SMILES: NC=O.CO.O



--- z ---
Computed, not measured: a cluster of 3 separate species, C2H9NO3 in total, with ωB97M-V/def2-TZVPD.

Cartesian coordinates (Å):
C1 0.263 1.233 -1.055
C2 0.092 1.068 0.421
N1 0.528 2.097 1.193
O1 -0.413 0.123 1.022
H1 1.220 1.776 -1.326
H2 -0.562 1.623 -1.647
H3 0.787 0.363 -1.570
H4 0.632 1.954 2.182
H5 0.718 3.011 0.823
O2 -0.183 -2.181 -1.688
H6 -0.603 -2.218 -0.824
H7 0.774 -2.108 -1.670
O3 -0.898 -2.585 1.288
H8 -0.525 -1.772 1.711
H9 -1.831 -2.384 1.140

Values from the calculation:
Frontier orbital gap in eV: 10.85
E_HOMO in eV: -10.21
SMILES: CC(N)=O.O.O



Which structure is the most stable? The one labeled z.



--- w ---
Computed, not measured: a cluster of 3 separate species, C2H9NO3 in total, with ωB97M-V/def2-TZVPD.

Cartesian coordinates (Å):
N1 -1.082 0.415 -0.399
C1 0.132 -0.177 -0.910
C2 1.142 0.973 -0.918
O1 2.137 1.024 -0.259
H1 -1.593 0.946 -1.090
H2 -1.682 -0.317 -0.073
H3 0.095 -0.577 -1.935
H4 0.452 -0.942 -0.200
H5 0.758 1.778 -1.582
O2 3.385 -2.337 0.698
H6 3.695 -1.452 0.466
H7 3.536 -2.853 -0.104
O3 -4.047 1.068 2.020
H8 -3.592 1.127 2.869
H9 -3.336 1.324 1.419

Values from the calculation:
Frontier orbital gap in eV: 10.35
E_HOMO in eV: -9.66
SMILES: NCC=O.O.O



--- x ---
Computed, not measured: a cluster of 3 separate species, C2H9NO3 in total, with ωB97M-V/def2-TZVPD.

Cartesian coordinates (Å):
N1 -0.957 -0.469 0.856
C1 0.006 0.216 -0.005
C2 1.180 0.782 0.774
O1 2.291 0.346 0.600
H1 -0.491 -1.250 1.302
H2 -1.671 -0.836 0.237
H3 0.455 -0.436 -0.760
H4 -0.423 1.068 -0.545
H5 1.015 1.615 1.472
O2 0.923 -2.480 -3.890
H6 1.844 -2.282 -4.019
H7 0.536 -1.612 -3.836
O3 -1.649 2.036 2.308
H8 -1.524 2.220 3.248
H9 -1.534 1.081 2.256

Values from the calculation:
Frontier orbital gap in eV: 10.53
E_HOMO in eV: -9.98
SMILES: NCC=O.O.O



Which structure is the most stable? The one labeled x.